# 1
A 7-piece molecular cluster, H13O7 overall. Source: OMol25; level of theory: wB97M-V/def2-TZVPD.

E_LUMO = 3.8 eV
Net charge = -1
Energy relative to the best compared isomer or geometry (same formula, charge and spin) = 167.5 kJ/mol

CARTESIAN COORDINATES (ANGSTROEM)
O: -0.096 0.113 0.196
H: -0.708 -0.246 -0.424
O: 1.328 -1.240 -0.994
H: 1.628 -1.931 -0.519
H: 0.852 -0.701 -0.349
O: 1.683 1.933 1.326
H: 1.374 1.131 0.932
H: 1.505 2.637 0.713
O: -0.141 1.737 -1.805
H: 0.463 2.219 -1.306
H: -0.193 1.168 -1.075
O: -0.258 -1.451 2.339
H: -1.198 -1.569 2.312
H: 0.020 -0.904 1.555
O: -0.536 -2.658 -2.451
H: -0.528 -2.290 -3.310
H: -0.084 -2.072 -1.828
O: -1.920 1.592 1.389
H: -1.352 1.027 0.973
H: -1.838 1.505 2.326



# 2
C31H27ClN4PdS3Te as an isolated structure. Source: OMol25; level of theory: wB97M-V/def2-TZVPD.

E_LUMO (alpha / beta) = -1.3 / -1.3 eV
Energy relative to the best compared isomer or geometry (same formula, charge and spin) = 110.4 kJ/mol

CARTESIAN COORDINATES (ANGSTROEM)
Pd: 0.650 0.215 -0.552
S: -0.708 -0.838 -2.105
C: -0.724 -2.474 -1.463
C: -1.626 -3.357 -2.061
C: -1.770 -4.663 -1.627
C: -2.719 -5.523 -2.272
N: -3.477 -6.203 -2.807
C: -0.998 -5.106 -0.540
C: -0.104 -4.239 0.057
C: 0.072 -2.919 -0.382
S: 1.230 -1.949 0.491
C: -1.135 -6.440 -0.029
N: -1.235 -7.502 0.400
H: -2.247 -3.001 -2.872
H: 0.481 -4.584 0.899
C: -1.415 -3.643 5.815
C: -1.438 -2.722 4.628
C: -2.353 -2.894 3.603
C: -2.391 -2.051 2.493
C: -3.447 -2.319 1.451
C: -1.464 -1.002 2.412
Te: -1.589 0.292 0.735
C: -0.549 -0.791 3.457
C: 0.445 0.332 3.445
C: -0.548 -1.658 4.539
H: -2.063 -4.505 5.659
H: -1.755 -3.125 6.715
H: -0.405 -4.007 6.009
H: -3.061 -3.714 3.658
H: -3.983 -3.236 1.693
H: -3.010 -2.425 0.461
H: -4.173 -1.507 1.392
H: 1.098 0.264 2.575
H: 1.056 0.312 4.348
H: -0.065 1.294 3.395
H: 0.174 -1.503 5.334
S: 1.307 1.186 -4.418
C: 2.214 1.132 -2.908
N: 2.875 2.255 -2.516
C: 3.756 2.284 -1.501
C: 4.045 1.136 -0.817
C: 3.385 -0.043 -1.169
C: 2.500 -0.055 -2.249
H: 2.663 3.109 -3.016
H: 4.197 3.244 -1.279
H: 4.747 1.162 0.002
H: 3.582 -0.971 -0.651
H: 2.052 -0.969 -2.605
Cl: 1.526 7.686 -2.097
C: 1.020 6.123 -2.655
C: 0.626 5.165 -1.736
C: 0.224 3.916 -2.189
C: 0.231 3.615 -3.546
C: -0.134 2.236 -3.996
C: 0.620 4.597 -4.453
C: 1.013 5.852 -4.016
H: 0.631 5.400 -0.680
H: -0.089 3.154 -1.484
H: -0.694 2.248 -4.932
H: -0.726 1.706 -3.252
H: 0.625 4.379 -5.514
H: 1.313 6.616 -4.719
C: 0.013 3.824 1.836
C: 0.847 2.924 1.061
N: 1.489 2.181 0.464
H: -0.199 4.731 1.272
H: 0.505 4.078 2.773
H: -0.921 3.293 2.036



# 3
C17H25F3N4O3 in the gas phase. Source: OMol25; level of theory: wB97M-V/def2-TZVPD.

E_LUMO = 0.7 eV
Energy relative to the best compared isomer or geometry (same formula, charge and spin) = 32.7 kJ/mol
SMILES = CCCNC(=O)[C@H](c1n[nH]cc1C)N1CC[C@@H](C(F)(F)F)C[C@H]1C(=O)OC

CARTESIAN COORDINATES (ANGSTROEM)
C: -2.643 3.374 -1.617
C: -3.679 2.535 -0.881
C: -3.581 1.051 -1.214
N: -2.332 0.451 -0.776
C: -1.350 0.096 -1.634
O: -1.391 0.294 -2.832
C: -0.118 -0.600 -1.027
C: -0.162 -2.072 -1.313
N: -1.303 -2.730 -1.430
N: -0.938 -3.999 -1.638
C: 0.405 -4.163 -1.648
C: 0.958 -2.926 -1.433
C: 2.398 -2.531 -1.364
N: 0.223 -0.386 0.379
C: -0.525 -1.081 1.409
C: 0.329 -1.260 2.656
C: 0.780 0.110 3.154
C: 1.652 -0.006 4.381
F: 2.784 -0.695 4.142
F: 2.020 1.202 4.850
F: 1.015 -0.638 5.385
C: 1.499 0.871 2.044
C: 0.616 0.952 0.799
C: 1.319 1.682 -0.336
O: 0.787 2.493 -1.045
O: 2.584 1.273 -0.495
C: 3.267 1.854 -1.616
H: -2.737 4.429 -1.357
H: -1.629 3.056 -1.375
H: -2.767 3.277 -2.697
H: -3.571 2.667 0.202
H: -4.689 2.872 -1.132
H: -4.407 0.501 -0.757
H: -3.636 0.902 -2.292
H: -2.230 0.210 0.193
H: 0.710 -0.201 -1.620
H: -1.647 -4.694 -1.784
H: 0.856 -5.128 -1.810
H: 3.043 -3.404 -1.264
H: 2.703 -1.993 -2.264
H: 2.576 -1.873 -0.512
H: -1.438 -0.532 1.714
H: -0.848 -2.046 1.023
H: -0.243 -1.778 3.427
H: 1.200 -1.869 2.407
H: -0.098 0.681 3.477
H: 1.758 1.878 2.375
H: 2.422 0.353 1.782
H: -0.268 1.572 1.023
H: 4.256 1.407 -1.621
H: 2.735 1.628 -2.539
H: 3.333 2.934 -1.500



# 4
C26H34F24NO7S2 as an isolated structure. Source: OMol25; level of theory: wB97M-V/def2-TZVPD.

E_LUMO = 1.8 eV
Net charge = -1

CARTESIAN COORDINATES (ANGSTROEM)
C: 1.243 -3.376 1.885
C: 2.449 -2.765 1.813
C: 3.264 -2.498 0.579
S: 2.405 -1.767 -0.841
O: 0.995 -1.624 -0.540
O: 2.690 -2.668 -1.940
N: 3.169 -0.390 -1.096
S: 2.415 0.972 -0.696
O: 3.396 2.027 -0.646
O: 1.268 1.232 -1.549
C: 1.774 0.825 0.956
C: 1.101 2.158 1.380
C: -0.381 1.895 1.752
C: -1.312 2.062 0.541
C: -2.024 0.793 0.057
C: -2.799 0.037 1.122
C: -3.552 -1.232 0.629
C: -3.599 -1.454 -0.883
H: 0.448 -3.173 1.172
H: 1.007 -4.050 2.706
H: 2.921 -2.462 2.751
H: 3.748 -3.405 0.225
H: 4.054 -1.784 0.817
H: 1.018 0.049 0.968
H: 2.573 0.565 1.650
H: 1.617 2.566 2.249
H: 1.119 2.866 0.554
H: -0.442 0.892 2.173
H: -0.667 2.591 2.544
H: -2.073 2.813 0.781
H: -0.756 2.458 -0.308
H: -1.287 0.151 -0.436
H: -2.725 1.099 -0.726
H: -2.147 -0.270 1.941
H: -3.532 0.721 1.568
H: -3.081 -2.106 1.088
H: -4.581 -1.216 0.995
H: -2.606 -1.463 -1.332
H: -4.093 -2.403 -1.099
H: -4.160 -0.650 -1.366
C: 2.487 -2.511 8.440
C: 2.959 -1.293 7.622
C: 1.898 -0.391 6.980
F: 1.176 -1.057 6.063
F: 2.527 0.632 6.362
F: 3.851 -1.685 6.692
F: 3.616 -0.486 8.509
O: 2.525 -3.790 7.824
C: 1.474 -4.310 7.105
C: 1.875 -4.603 5.653
F: 2.252 -3.469 5.040
F: 0.805 -5.120 5.008
F: 0.373 -3.540 7.170
F: 1.158 -5.504 7.663
H: 3.220 -2.591 9.241
H: 1.526 -2.322 8.919
H: 1.228 0.018 7.742
H: 2.698 -5.319 5.624
C: 0.505 -2.009 -4.158
C: 0.827 -2.715 -5.482
C: 1.541 -1.908 -6.567
F: 0.787 -0.877 -6.996
F: 1.771 -2.716 -7.635
F: -0.294 -3.276 -6.003
F: 1.683 -3.731 -5.182
O: -0.830 -1.533 -3.976
C: -1.223 -0.288 -4.368
C: -2.372 -0.356 -5.382
F: -2.005 -1.006 -6.502
F: -2.721 0.913 -5.737
F: -0.221 0.478 -4.834
F: -1.748 0.352 -3.285
H: 0.614 -2.772 -3.390
H: 1.239 -1.245 -3.905
H: 2.498 -1.533 -6.199
H: -3.232 -0.864 -4.943
C: -1.948 3.703 -4.051
C: -0.569 4.385 -4.063
C: 0.350 4.220 -2.849
F: -0.218 4.777 -1.752
F: 1.495 4.895 -3.107
F: -0.728 5.705 -4.347
F: 0.108 3.830 -5.108
O: -3.084 4.513 -3.741
C: -3.539 4.712 -2.469
C: -3.527 6.200 -2.096
F: -2.279 6.696 -2.128
F: -4.009 6.341 -0.835
F: -2.899 3.969 -1.557
F: -4.850 4.339 -2.443
H: -2.121 3.415 -5.086
H: -1.938 2.778 -3.478
H: 0.588 3.170 -2.650
H: -4.155 6.763 -2.789



# 5
C36H40AsIrN5O2 as an isolated structure. Source: OMol25; level of theory: wB97M-V/def2-TZVPD.

E_LUMO (alpha / beta) = -6.8 / -8.7 eV
Net charge = +2
Energy relative to the best compared isomer or geometry (same formula, charge and spin) = 209.1 kJ/mol
Multiplicity = 2

CARTESIAN COORDINATES (ANGSTROEM)
Ir: -0.015 -0.398 -0.587
C: -4.294 -1.793 0.249
C: -4.151 -0.904 -0.957
C: -5.167 -0.903 -1.913
C: -5.060 -0.175 -3.083
C: -3.913 0.565 -3.333
C: -2.889 0.604 -2.400
C: -1.651 1.424 -2.672
C: -3.028 -0.107 -1.202
N: -1.964 -0.011 -0.226
C: -2.282 0.253 1.069
O: -3.326 0.665 1.523
C: -1.093 0.017 1.970
C: -1.124 -0.085 3.350
C: 0.059 -0.343 4.025
C: 1.254 -0.487 3.319
C: 1.224 -0.368 1.949
N: 0.064 -0.108 1.317
C: 2.406 -0.537 1.037
O: 3.491 -0.849 1.451
N: 2.059 -0.349 -0.313
C: 3.069 -0.258 -1.240
C: 4.224 0.571 -1.015
C: 4.375 1.500 0.153
C: 5.225 0.552 -1.962
C: 5.116 -0.208 -3.123
C: 3.955 -0.949 -3.381
C: 2.932 -0.975 -2.473
C: 1.698 -1.770 -2.755
H: -4.863 -2.685 -0.012
H: -4.821 -1.281 1.055
H: -3.327 -2.109 0.645
H: -6.052 -1.499 -1.728
H: -5.856 -0.206 -3.815
H: -3.814 1.121 -4.256
H: -1.545 1.650 -3.731
H: -0.771 0.829 -2.373
H: -1.616 2.354 -2.105
H: -2.075 0.027 3.853
H: 0.055 -0.443 5.103
H: 2.198 -0.693 3.805
H: 3.409 1.840 0.523
H: 4.952 2.373 -0.144
H: 4.893 1.013 0.978
H: 6.106 1.159 -1.800
H: 5.919 -0.199 -3.848
H: 3.863 -1.509 -4.302
H: 1.628 -2.072 -3.797
H: 0.817 -1.139 -2.553
H: 1.619 -2.657 -2.126
C: 1.426 3.378 1.728
As: 0.445 2.788 0.147
C: 1.467 3.669 -1.253
C: -1.121 3.981 0.281
C: -0.766 5.434 0.204
C: -0.467 6.163 1.353
C: -0.150 7.505 1.283
C: -0.120 8.157 0.057
C: -0.429 7.443 -1.093
C: -0.740 6.100 -1.019
H: 1.848 4.367 1.564
H: 2.234 2.686 1.965
H: 0.747 3.406 2.580
H: 1.766 4.671 -0.953
H: 0.871 3.722 -2.163
H: 2.359 3.077 -1.466
H: -1.596 3.735 1.232
H: -1.806 3.694 -0.516
H: -0.500 5.687 2.327
H: 0.060 8.041 2.199
H: 0.132 9.207 0.001
H: -0.441 7.929 -2.060
H: -0.986 5.571 -1.934
C: 0.592 -5.614 0.974
N: 0.031 -4.424 0.323
C: -1.072 -4.396 -0.494
C: -1.246 -3.106 -0.877
N: -0.250 -2.353 -0.291
C: 0.507 -3.183 0.426
H: 0.013 -6.477 0.662
H: 0.530 -5.510 2.054
H: 1.627 -5.747 0.670
H: -1.628 -5.285 -0.733
H: -1.999 -2.668 -1.512
H: 1.384 -2.933 0.997



# 6
An isolated ion of composition C7H9N2O and charge +1. Source: OMol25; level of theory: wB97M-V/def2-TZVPD.

E_LUMO (alpha / beta) = -5.8 / -5.8 eV
Net charge = +1
Energy relative to the best compared isomer or geometry (same formula, charge and spin) = 815.5 kJ/mol
SMILES = C=C/N=C/C=[N+](/C)C1=CO1

CARTESIAN COORDINATES (ANGSTROEM)
C: 0.105 -0.856 -0.833
C: 0.200 -1.241 0.533
C: 0.296 1.446 -1.055
C: -0.474 -1.014 3.214
C: 0.984 2.409 -0.486
C: 0.687 -0.699 2.724
C: -0.666 0.241 -2.836
N: -0.008 0.233 -1.513
N: 0.772 -0.540 1.387
O: 0.356 2.841 -1.643
H: -0.225 -1.713 -1.392
H: -0.183 -2.210 0.959
H: -0.829 -0.831 4.248
H: -1.418 -1.285 2.509
H: 1.383 3.012 0.276
H: 1.668 -0.516 3.238
H: -1.660 0.373 -2.428
H: -0.234 1.105 -3.505
H: -0.755 -0.756 -3.396



# 7
CF2O3S as an isolated structure. Source: OMol25; level of theory: wB97M-V/def2-TZVPD.

E_LUMO = 0.4 eV
Energy relative to the best compared isomer or geometry (same formula, charge and spin) = 180.8 kJ/mol

CARTESIAN COORDINATES (ANGSTROEM)
C: 1.475 -0.247 0.143
O: 2.196 0.622 0.011
O: -0.477 0.061 -1.410
O: -0.445 0.944 0.880
F: -0.870 -1.419 0.590
F: -2.507 0.114 -0.043
S: -0.897 0.029 -0.077



# 8
C42H68O36S5 as an isolated structure. Source: OMol25; level of theory: wB97M-V/def2-TZVPD.

E_LUMO = -0.5 eV

CARTESIAN COORDINATES (ANGSTROEM)
C: -2.096 -0.170 1.310
C: -2.138 1.318 1.500
O: -3.470 1.642 1.769
S: -4.460 0.406 1.930
O: -5.155 -0.022 0.761
O: -5.271 0.505 3.158
O: -3.130 -0.611 2.181
H: -1.181 -0.672 1.625
H: -2.327 -0.442 0.280
H: -1.745 1.774 0.592
H: -1.407 1.638 2.242
C: -1.345 -3.754 -1.299
C: -2.809 -3.200 -1.274
O: -3.399 -3.985 -0.348
S: -2.922 -5.571 -0.316
O: -3.739 -6.328 -1.238
O: -2.726 -6.025 1.084
O: -1.408 -5.183 -0.983
H: -0.840 -3.226 -0.490
H: -0.865 -3.680 -2.275
H: -3.289 -3.367 -2.238
H: -2.911 -2.159 -0.966
C: -1.667 4.141 4.110
C: -1.423 5.455 3.362
O: -0.970 5.112 2.092
S: -1.447 3.567 1.660
O: -0.243 2.764 1.340
O: -2.587 3.692 0.741
O: -2.120 3.225 3.165
H: -2.380 4.436 4.880
H: -0.776 3.727 4.583
H: -0.665 6.059 3.861
H: -2.316 6.024 3.102
C: -1.284 2.290 -3.558
C: -2.282 3.414 -3.283
O: -3.414 2.879 -2.692
S: -2.941 1.722 -1.674
O: -3.971 0.750 -1.371
O: -2.129 2.268 -0.554
O: -1.886 1.191 -2.831
H: -0.326 2.562 -3.114
H: -1.238 1.941 -4.589
H: -2.567 3.872 -4.230
H: -1.972 4.259 -2.667
C: 0.211 1.569 -0.101
C: 0.478 0.931 -1.498
O: 0.502 -0.510 -1.327
S: 0.215 -0.987 0.235
O: 1.489 -1.322 0.897
O: -0.812 -2.002 0.275
O: -0.286 0.522 0.663
H: -0.479 2.409 -0.010
H: 1.103 1.927 0.414
H: 1.408 1.337 -1.896
H: -0.183 1.284 -2.289
O: 4.401 -3.978 -1.629
C: 3.172 -3.922 -1.482
O: 2.336 -4.994 -1.586
C: 0.880 -4.591 -1.386
C: 0.906 -3.127 -1.163
C: 2.350 -2.711 -1.061
H: 0.527 -5.131 -0.507
H: 0.277 -4.816 -2.265
H: 0.464 -2.947 -0.183
H: 0.335 -2.467 -1.817
H: 2.662 -2.507 -0.036
H: 2.597 -1.917 -1.765
O: 2.960 -0.351 1.937
C: 3.151 0.265 0.919
O: 2.436 1.328 0.411
C: 3.098 1.890 -0.774
C: 4.491 1.247 -0.743
C: 4.374 -0.045 0.083
H: 3.323 2.938 -0.573
H: 2.506 1.802 -1.684
H: 5.197 1.932 -0.273
H: 4.859 1.033 -1.747
H: 5.173 -0.210 0.806
H: 4.144 -0.917 -0.528
O: 2.544 0.337 -1.907
C: 2.356 -0.499 -2.780
O: 3.250 -1.490 -3.159
C: 2.706 -2.421 -4.126
C: 1.185 -2.075 -4.098
C: 1.133 -0.547 -3.645
H: 2.843 -3.486 -3.940
H: 3.259 -2.224 -5.044
H: 0.601 -2.752 -3.474
H: 0.821 -2.241 -5.112
H: 0.188 -0.091 -3.348
H: 1.481 0.025 -4.504
O: 0.828 4.730 4.166
C: 1.144 3.718 3.603
O: 1.971 3.726 2.534
C: 2.578 2.497 2.201
C: 1.597 1.558 2.826
C: 0.978 2.308 4.032
H: 3.553 2.304 2.648
H: 2.803 2.578 1.138
H: 2.176 0.666 3.065
H: 0.844 1.260 2.096
H: 1.473 2.036 4.964
H: -0.069 2.028 4.146
O: -0.676 -0.857 2.962
C: 0.487 -1.180 3.201
O: 1.284 -0.370 3.917
C: 2.527 -0.886 4.092
C: 2.413 -2.337 3.670
C: 1.287 -2.394 2.700
H: 2.862 -0.864 5.129
H: 3.172 -0.339 3.404
H: 2.180 -2.912 4.566
H: 3.338 -2.793 3.318
H: 0.609 -3.241 2.807
H: 1.422 -2.162 1.644
O: -0.796 -4.544 4.820
C: -1.373 -4.035 3.877
O: -1.004 -2.879 3.333
C: -1.834 -2.371 2.348
C: -2.565 -3.615 2.001
C: -2.658 -4.478 3.220
H: -1.361 -1.947 1.462
H: -2.516 -1.597 2.701
H: -2.022 -4.007 1.142
H: -3.543 -3.387 1.577
H: -2.588 -5.529 2.937
H: -3.480 -4.383 3.929
O: -3.437 -1.221 -1.887
C: -2.788 -1.347 -2.907
O: -3.330 -1.475 -4.075
C: -2.494 -1.129 -5.200
C: -1.231 -0.648 -4.432
C: -1.335 -1.159 -2.979
H: -2.948 -0.401 -5.872
H: -2.306 -2.070 -5.718
H: -1.099 0.432 -4.490
H: -0.327 -0.948 -4.961
H: -1.053 -0.536 -2.130
H: -0.938 -2.172 -2.921
O: 0.744 3.292 -2.813
C: 0.878 3.917 -1.727
O: 1.304 3.202 -0.660
C: 1.743 4.063 0.431
C: 1.020 5.350 0.039
C: 1.000 5.412 -1.472
H: 2.821 4.224 0.422
H: 1.472 3.772 1.446
H: 1.702 6.098 0.444
H: 0.067 5.499 0.547
H: 1.905 5.736 -1.985
H: 0.196 6.073 -1.794